ORCA calculation (ωB97M-V/def2-TZVPD) on a structure of composition C13H4ClF6IMnN5O5S2.

For the HOMO-LUMO gap (alpha / beta), the calculation gives 6.42 / 7.53 eV. The value obtained for the total energy is -4452.2635 Ha. As for the LUMO energy (alpha / beta): -2.38 / -1.34 eV. As for the multiplicity: 5.

Geometry (Å):
Mn 0.0962 0.3161 0.5514
F 2.5614 4.2153 -1.1253
C 1.2603 4.4400 -1.0264
F 0.9784 4.9172 0.1752
F 0.8801 5.3014 -1.9553
S 0.3768 2.8441 -1.2896
O 0.8496 2.0339 -0.1378
O 0.7257 2.3549 -2.5778
N -1.1154 3.2852 -1.1053
S -2.1329 2.3766 -0.3406
O -1.6389 0.9875 -0.2572
O -3.4686 2.5514 -0.7699
C -2.0626 2.9519 1.4339
F -3.2362 2.7763 2.0067
F -1.1431 2.2235 2.0940
F -1.7131 4.2248 1.4970
Cl 1.1699 -6.3155 -0.3804
C 0.5904 -4.7671 0.1254
C -0.0541 -4.6465 1.3181
C -0.5238 -3.3906 1.7731
I -1.4908 -3.2502 3.5937
C -0.3317 -2.2740 1.0118
O -0.7741 -1.0430 1.3281
C 0.3313 -2.4019 -0.2500
N 0.4820 -1.2458 -0.9649
C 1.0988 -1.2910 -2.1220
C 1.6133 -2.4846 -2.6556
C 1.4740 -3.6498 -1.9535
C 0.8097 -3.6376 -0.7057
H -0.2000 -5.5212 1.9349
H 1.2042 -0.3542 -2.6587
H 2.1239 -2.4606 -3.6071
H 1.8688 -4.5815 -2.3345
N 2.7965 -3.8904 3.0949
C 2.9332 -2.7516 2.9675
N 3.1345 -1.4380 2.8617
C 2.3958 -0.7538 2.1135
N 1.7564 -0.0512 1.4145